The following is a DFT calculation (wB97M-V/def2-TZVPD) of a cluster of 2 separate species, CH5INO in total.

## Properties
* HOMO: -14.62 eV
* net charge: +1
* lowest unoccupied orbital energy: -0.1993 Ha

Structure (XYZ):
```
9
Properties=species:S:1:pos:R:3:forces:R:3:mulliken_charge:R:1
C -1.356878 0.045875 -0.318808 0.68 1.39 -2.51 -0.132
N -0.865629 1.033420 -1.004295 0.62 0.54 -0.47 -0.218
O 0.815305 -1.254734 0.527983 0.22 0.81 -3.19 -0.615
I -1.607378 -1.771145 -1.180811 -0.41 -0.15 0.07 0.343
H -1.798550 0.430709 0.546436 -0.86 -0.42 1.72 0.446
H -0.932311 2.027371 -0.788084 -0.29 -0.34 1.14 0.269
H -0.321377 1.010224 -1.859401 -0.24 -1.14 -0.29 0.249
H 0.954732 -1.793230 1.271274 0.57 -1.38 1.42 0.317
H 1.114714 -1.732418 -0.309732 -0.29 0.68 2.13 0.340
```
Forces are in eV/Å.

The following is a DFT calculation (wB97M-V/def2-TZVPD) of a cluster of 2 separate species, C6H13NO in total.

## Properties
* HOMO: -7.58 eV
* structure (SMILES): C=C/C(C)=C(\C)N.O
* net charge: 0
* lowest unoccupied orbital energy: 0.0280 Ha

Structure (XYZ):
```
21
Properties=species:S:1:pos:R:3:forces:R:3:mulliken_charge:R:1
C -2.182322 -0.575538 -2.607618 -1.82 -1.51 -1.26 -0.601
C -1.954465 -0.309173 -1.348117 0.67 -0.62 1.60 -0.640
C -1.046615 0.762806 -0.955190 1.15 -0.97 -0.29 0.333
C -1.454175 2.098099 -1.388883 0.67 2.31 0.57 -1.382
C 0.148368 0.517781 -0.362032 -0.32 0.12 -0.76 0.615
C 0.644071 -0.830277 0.192379 -1.29 0.53 -0.87 -1.144
N 1.083288 1.582405 -0.323771 -4.88 -0.76 1.27 -0.451
H -2.847402 -1.355142 -3.049571 0.56 0.38 1.03 0.255
H -1.791432 0.021193 -3.383587 0.65 0.93 -0.62 0.312
H -2.239570 -0.901932 -0.494857 -0.74 -0.67 -0.20 0.377
H -2.047683 2.247763 -2.266160 -0.62 -0.90 -0.66 0.420
H -2.111255 2.488417 -0.559688 0.92 0.43 -0.67 0.246
H -0.547577 2.713934 -1.650708 -0.89 -0.15 0.97 0.359
H 1.717628 -0.763185 0.283018 0.24 -0.26 0.30 0.368
H 0.142813 -1.054258 1.149270 0.49 0.18 -0.16 0.257
H 0.371591 -1.649092 -0.487807 0.20 0.17 0.12 0.346
H 0.725397 2.404844 0.072827 0.51 1.21 0.22 0.206
H 1.958475 1.382403 -0.548002 4.51 -0.42 -0.60 0.125
O 3.493977 -2.719405 5.148700 1.21 -0.86 -0.25 -0.628
H 2.776156 -2.270720 4.748307 -1.08 0.69 -0.51 0.309
H 3.428863 -2.568020 6.080515 -0.13 0.17 0.75 0.319
```
Forces are in eV/Å.

The following is a DFT calculation (wB97M-V/def2-TZVPD) of the ion C7H6F3O3S2 with charge +1.

## Properties
* HOMO: -13.38 eV
* net charge: +1
* lowest unoccupied orbital energy: -0.1876 Ha

Structure (XYZ):
```
21
Properties=species:S:1:pos:R:3:forces:R:3:mulliken_charge:R:1
C 1.715879 0.269367 -0.040408 2.90 1.58 -0.55 0.152
C 2.260524 1.551689 -0.157255 0.00 -1.91 -0.32 0.574
C -0.133240 1.441107 0.212780 -0.91 0.54 -0.57 0.407
C 2.469825 -1.003882 -0.103550 -1.40 -0.60 -0.25 -0.020
C -3.398099 -0.091271 -0.512652 -1.30 -1.22 0.74 -1.111
C -2.662768 0.262918 0.798035 -1.15 0.83 2.27 -0.321
C 1.520654 -2.235241 0.003974 -0.25 -0.70 0.57 1.042
O 3.632851 -1.129969 -0.275591 0.83 0.28 0.04 -0.456
O 0.376316 0.231794 0.083715 -1.76 1.89 0.85 -0.170
O 3.562942 1.741267 -0.306788 0.85 2.93 -1.06 -0.493
F 0.754717 -2.326998 -1.103537 0.77 -0.34 -0.01 -0.240
F 0.649400 -2.033091 1.000658 -0.15 -0.03 0.70 -0.259
F 2.164694 -3.370247 0.295181 -0.30 0.84 -0.93 -0.220
S 0.986302 2.739919 -0.094730 -0.24 -0.74 0.43 -0.051
S -1.777487 1.867585 0.585244 1.50 -1.16 -0.21 0.028
H -3.768343 0.688115 -1.145758 -0.17 1.21 0.34 0.387
H -2.696650 -0.558259 -1.155387 0.82 -0.85 -0.50 0.336
H -4.297414 -0.785246 -0.438666 1.34 0.67 0.52 0.313
H -2.041914 -0.548557 1.250166 -0.05 0.70 -0.90 0.325
H -3.234054 0.613156 1.788481 0.28 -0.91 -2.49 0.365
H 3.915857 2.675844 -0.683908 -1.61 -3.02 1.33 0.410
```
Forces are in eV/Å.

The following is a DFT calculation (wB97M-V/def2-TZVPD) of a structure of composition C3H2AgFLiO3.

## Properties
* HOMO (spin up / spin down): -6.13 / -9.14 eV
* net charge: 0
* ⟨S²⟩: 0.75
* spin multiplicity: 2
* lowest unoccupied orbital energy (spin up / spin down): -0.0249 / -0.0311 Ha

Structure (XYZ):
```
11
Properties=species:S:1:pos:R:3:forces:R:3:mulliken_spin:R:1
O 1.555664 0.373894 1.580023 0.25 0.01 -0.57 -0.004
C 0.999600 0.844818 0.616050 -0.77 -0.67 1.39 -0.056
C -0.983998 -1.954431 -0.540401 0.41 -0.05 0.31 -0.013
O 0.945868 2.029434 0.178633 0.99 1.16 0.24 -0.132
O 0.074695 0.080984 -0.120967 0.02 -0.22 -0.33 0.030
C -0.085971 -1.246695 0.133796 -0.04 -0.39 0.29 0.005
Li 0.673065 3.823867 0.371409 -0.02 -0.71 -0.21 0.293
F -1.798494 -1.365676 -1.433334 0.00 -0.03 -0.24 -0.004
H -1.093518 -3.033397 -0.464891 -0.12 0.34 0.11 0.001
H 0.502549 -1.671254 0.944834 0.03 0.08 -0.37 0.001
Ag -0.789460 2.118457 -1.265153 -0.74 0.47 -0.64 0.878
```
Forces are in eV/Å.

Energy relative to the best compared isomer or geometry (same formula, charge and spin) for the records above, in order: 0.658, 2.973, 0.000, 0.272 eV
Max |F| for the records above, in order: 3.30, 5.10, 3.67, 1.72 eV/A